Record 1
DFT (ωB97M-V/def2-TZVPD) results for one molecule with the formula C3H5N3O4 at a distorted geometry.

Calculated values
**Energy above the lowest of the compared OMol25 structures with the same formula, charge and spin**: 268.9 kcal per mole
**E_LUMO (alpha / beta)**: -0.90 / -0.88 eV
**Max |F|**: 4.97 eV Å⁻¹
**Molecular weight**: 147.09 Da
**Highest occupied orbital energy (alpha / beta)**: -8.74 / -8.62 eV

Each line ends with the Löwdin charge.
CARTESIAN COORDINATES (ANGSTROEM)
O 0.271 -2.364 0.216  0.056
O -1.575 0.222 0.867  -0.009
N 0.635 2.556 0.434  0.104
H 2.682 0.511 -0.525  0.136
C 0.782 -0.132 0.193  -0.229
N 1.131 -1.496 0.038  -0.320
H -3.000 -1.266 0.498  0.135
C -2.187 -0.678 -0.061  -0.026
H -2.415 -0.154 -0.906  0.065
O 1.481 2.006 -0.504  -0.175
H -1.559 -1.565 -0.338  0.087
H -0.022 2.964 -0.244  0.062
C -0.336 0.404 0.728  0.000
O 2.282 -1.703 -0.348  0.078
N 1.830 0.695 -0.047  0.038

Record 2
DFT (ωB97M-V/def2-TZVPD) results for one molecule with the formula CH2INO at a distorted geometry.

Calculated values
**Energy above the lowest of the compared OMol25 structures with the same formula, charge and spin**: 84.4 kcal per mole
**E_LUMO (alpha / beta)**: -1.05 / -1.05 eV
**Max |F|**: 3.62 eV Å⁻¹
**SMILES**: O=NCI
**Molecular weight**: 170.94 Da
**Highest occupied orbital energy (alpha / beta)**: -9.59 / -9.59 eV

Each line ends with the Löwdin charge.
CARTESIAN COORDINATES (ANGSTROEM)
H -0.151 -0.246 -0.912  0.120
N 0.254 1.749 -0.458  -0.220
I 2.547 -0.034 0.008  0.673
C 0.344 0.419 -0.033  -0.609
O -0.376 2.479 0.256  0.003
H -0.236 0.352 0.849  0.033

Record 3
DFT (ωB97M-V/def2-TZVPD) results for one molecule with the formula C7H10 at a distorted geometry.

Calculated values
**Energy above the lowest of the compared OMol25 structures with the same formula, charge and spin**: 68.9 kcal per mole
**E_LUMO**: 0.29 eV
**Max |F|**: 2.16 eV Å⁻¹
**SMILES**: C=CC(=C)C(=C)C
**Molecular weight**: 94.16 Da
**Highest occupied orbital energy**: -8.15 eV

Each line ends with the Löwdin charge.
CARTESIAN COORDINATES (ANGSTROEM)
H 1.971 -0.122 0.015  0.096
C -0.558 -0.906 0.503  -0.331
H -1.916 -2.566 0.555  0.062
C -1.598 -1.625 0.120  0.040
C 1.291 0.605 -0.421  -0.144
H 0.223 -0.011 2.209  0.089
C 1.809 1.694 -0.991  0.006
C 0.177 -1.031 1.824  -0.049
H 1.430 2.248 -1.841  0.060
H 2.838 1.979 -0.793  0.051
H -1.983 0.660 -1.237  0.056
H -2.185 -1.407 -0.765  0.056
C -1.015 1.072 -0.993  0.076
H -0.784 2.125 -0.917  0.067
H 1.201 -1.333 1.609  0.070
C -0.145 0.312 -0.269  -0.283
H -0.350 -1.668 2.527  0.079

Record 4
DFT (ωB97M-V/def2-TZVPD) results for one molecule with the formula C10H13N3S at a distorted geometry.

Calculated values
**Energy above the lowest of the compared OMol25 structures with the same formula, charge and spin**: 98.2 kcal per mole
**E_LUMO**: 0.09 eV
**Max |F|**: 5.95 eV Å⁻¹
**SMILES**: C/N=N/[C@H](C(=S)NC)c1ccccc1
**Molecular weight**: 207.30 Da
**Highest occupied orbital energy**: -8.12 eV

Each line ends with the Löwdin charge.
CARTESIAN COORDINATES (ANGSTROEM)
C -4.294 -0.275 -0.090  -0.095
H -4.299 1.020 -1.828  0.126
C -2.341 0.612 -1.093  -0.061
C 0.264 1.628 0.467  -0.761
H 2.316 0.696 -0.925  0.011
C -0.162 0.080 -0.182  -0.295
C -1.558 -0.098 -0.236  -0.266
H -3.911 -1.593 1.625  0.104
H 2.861 -0.981 2.039  0.060
H 1.654 3.051 0.198  0.114
C -2.154 -0.910 0.774  -0.019
N 1.794 -0.951 0.388  -0.024
S -0.481 2.284 1.791  0.618
C 2.038 1.642 -1.270  -0.081
N 0.542 -0.815 0.663  0.062
H 2.997 -2.316 0.819  0.084
H 2.925 2.302 -1.569  0.113
H -1.778 1.340 -1.630  0.115
H -1.535 -1.303 1.602  0.114
H 1.615 -2.132 1.948  0.071
H 0.292 0.305 -1.216  0.125
H -5.361 -0.420 -0.216  0.104
H 1.345 1.429 -2.221  0.123
C -3.533 -0.962 0.831  -0.082
C -3.690 0.524 -1.026  -0.093
N 1.250 2.213 -0.163  -0.070
C 2.408 -1.661 1.431  -0.097

Record 5
DFT (ωB97M-V/def2-TZVPD) results for C28H23N4O4V as an isolated structure.

Calculated values
**Energy above the lowest of the compared OMol25 structures with the same formula, charge and spin**: 0.0 kcal per mole
**E_LUMO (alpha / beta)**: -0.61 / -0.84 eV
**Multiplicity**: 3
**Max |F|**: 0.56 eV Å⁻¹
**Molecular weight**: 530.46 Da
**Highest occupied orbital energy (alpha / beta)**: -8.02 / -8.02 eV

Each line ends with the Löwdin spin population.
CARTESIAN COORDINATES (ANGSTROEM)
H 2.063 -4.553 -2.812  0.000
C -1.055 -2.692 1.228  0.000
H 0.917 -3.356 0.736  0.000
C -0.922 4.505 -1.274  0.011
H -2.547 5.210 -4.703  -0.001
N -1.517 1.236 1.394  0.023
C -0.924 5.793 -1.780  -0.006
C 0.037 -2.266 -0.892  0.000
H -0.468 6.604 -1.229  -0.001
H -4.022 0.983 2.122  0.000
H -3.110 -0.973 -0.820  0.001
H -4.847 0.585 4.429  0.000
H -2.537 2.928 -3.804  0.000
C -3.786 0.681 4.245  0.000
C -1.054 0.935 3.772  0.002
N -0.290 1.177 1.116  0.025
C 4.719 -4.250 -0.740  0.000
C -2.097 5.007 -3.740  -0.006
H 0.911 -2.260 -2.713  0.000
C 2.721 -4.148 -2.054  0.000
C -2.090 3.724 -3.216  0.011
H -1.020 -3.138 2.214  0.000
N 1.114 -2.378 -1.730  0.000
C -1.115 -1.562 -1.309  0.001
C -3.336 0.903 2.952  0.002
C -2.205 -2.031 0.805  0.000
C -1.974 1.025 2.737  -0.001
H 2.049 -0.594 -0.276  0.000
O -1.808 0.280 -2.646  0.006
C -1.145 -0.885 -2.637  0.005
H -0.819 0.639 5.873  0.000
C 4.354 -3.094 -0.060  0.000
H 3.672 -0.511 0.406  0.000
O -2.414 1.509 0.457  0.008
V -1.601 1.544 -1.284  1.926
C -1.515 6.046 -3.018  0.016
H 5.647 -4.744 -0.480  0.000
H 4.215 -5.666 -2.272  0.000
C -1.508 3.446 -1.975  -0.040
C 3.917 -4.769 -1.745  0.000
H -0.449 4.326 -0.315  0.000
C -1.518 7.382 -3.546  0.002
H -3.243 0.411 6.300  0.000
H -3.074 -1.965 1.445  0.000
H 4.713 -2.384 1.947  0.000
O -0.049 1.393 -0.133  0.004
H 2.385 -1.321 1.290  0.000
C -2.219 -1.474 -0.460  0.002
N -1.518 8.451 -3.967  0.008
C 0.045 -2.813 0.399  0.000
C 2.340 -2.994 -1.376  0.000
C 3.162 -2.437 -0.391  0.000
C 2.795 -1.147 0.290  0.000
C -1.523 0.711 5.055  0.000
H 5.673 -1.575 0.720  0.000
C 5.254 -2.540 1.011  0.000
O -0.587 -1.313 -3.621  0.000
C -2.886 0.583 5.294  0.002
H 6.084 -3.218 1.208  0.000
H 0.002 1.036 3.573  0.000

Record 6
DFT (ωB97M-V/def2-TZVPD) results for C9H14Br6F3NO3 as an isolated structure at a distorted geometry.

Calculated values
**Energy above the lowest of the compared OMol25 structures with the same formula, charge and spin**: 11.3 kcal per mole
**E_LUMO**: -0.61 eV
**Max |F|**: 2.18 eV Å⁻¹
**Molecular weight**: 720.63 Da
**Highest occupied orbital energy**: -9.57 eV

Each line ends with the Löwdin charge.
CARTESIAN COORDINATES (ANGSTROEM)
C -3.373 -4.684 -1.909  -0.550
C -2.295 0.971 3.349  -1.562
Br -1.415 0.981 -1.792  0.567
H -1.340 -4.004 -1.323  0.025
C 5.156 4.796 -1.421  -0.515
Br 0.232 -1.737 -1.872  0.593
C -0.426 -0.273 -0.721  -1.609
Br -0.526 0.556 4.004  0.562
H -2.447 -4.291 -0.057  0.091
F 4.242 5.748 -1.657  0.171
N -4.674 -4.458 -1.657  -0.005
O -3.027 -5.597 -2.652  0.033
H -2.705 -2.852 -1.102  0.063
H 3.217 3.967 3.162  0.076
C -2.385 -3.896 -1.075  -0.034
Br 0.975 0.594 0.323  0.587
H -4.915 -3.641 -1.122  0.132
O 4.296 3.840 0.508  0.020
H 3.990 2.410 3.449  0.076
C 4.020 3.310 2.831  -0.057
F 5.732 4.423 -2.578  0.158
O 4.253 2.490 -1.248  0.186
C 4.523 3.539 -0.774  -0.386
C 3.849 2.823 1.388  -0.225
H -1.140 -0.783 -0.090  -0.139
H -6.245 -4.489 -3.001  0.084
F 6.113 5.308 -0.619  0.157
H 2.802 2.636 1.147  0.074
H -2.964 0.673 4.143  -0.033
Br -2.808 -0.078 1.732  0.577
H -6.486 -5.591 -1.619  0.080
H -5.402 -6.015 -2.885  0.081
H 4.407 1.887 1.452  0.130
Br -2.487 2.850 2.999  0.585
C -5.748 -5.168 -2.302  -0.076
H 5.000 3.756 2.986  0.083